# 1
Formula: C53H47F3N5O2OsS3Sb
Source: OMol25
Level of theory: the ωB97M-V functional and the def2-TZVPD basis

Positions of all 115 atoms, in Å:
Os1 0.708 -0.965 0.358
S1 3.175 -1.433 0.506
C1 3.735 -0.969 -1.069
C2 5.013 -1.327 -1.500
C3 5.472 -0.989 -2.765
C4 6.781 -1.411 -3.174
N1 7.833 -1.765 -3.477
C5 4.647 -0.252 -3.626
C6 3.385 0.135 -3.192
C7 2.916 -0.218 -1.930
S2 1.325 0.372 -1.453
C8 5.082 0.113 -4.943
N2 5.408 0.402 -6.007
H1 5.656 -1.892 -0.837
H2 2.756 0.720 -3.851
C9 -3.481 -1.512 0.303
C10 -2.256 -1.261 -0.587
C11 -1.782 -2.601 -1.160
C12 -1.150 -0.682 0.298
C13 -2.567 -0.279 -1.719
C14 -1.709 -0.161 -2.813
C15 -1.946 0.769 -3.814
C16 -3.053 1.602 -3.751
C17 -3.935 1.473 -2.688
C18 -3.696 0.537 -1.690
H3 -3.239 -2.275 1.049
H4 -4.329 -1.874 -0.281
H5 -3.784 -0.610 0.844
H6 -1.622 -3.322 -0.354
H7 -0.837 -2.502 -1.696
H8 -2.523 -3.013 -1.851
H9 -1.604 -0.113 1.127
H10 -0.826 -0.777 -2.877
H11 -1.251 0.848 -4.641
H12 -3.234 2.333 -4.529
H13 -4.819 2.098 -2.638
H14 -4.404 0.450 -0.880
F1 -3.035 8.666 -2.360
C19 -2.667 7.437 -1.945
C20 -1.715 6.748 -2.667
C21 -1.351 5.481 -2.232
C22 -1.918 4.913 -1.091
C23 -2.872 5.647 -0.391
C24 -3.258 6.913 -0.813
Sb1 -1.212 2.958 -0.547
C25 0.249 3.683 0.866
C26 1.575 3.263 0.768
C27 2.549 3.733 1.645
C28 2.168 4.616 2.634
F2 3.098 5.056 3.512
C29 0.864 5.057 2.771
C30 -0.086 4.590 1.873
C31 -2.699 2.587 0.965
C32 -2.330 2.134 2.228
C33 -3.275 1.757 3.174
C34 -4.611 1.847 2.838
F3 -5.537 1.483 3.748
C35 -5.028 2.304 1.604
C36 -4.061 2.668 0.674
H15 -1.279 7.197 -3.549
H16 -0.612 4.930 -2.805
H17 -3.327 5.241 0.505
H18 -3.999 7.492 -0.278
H19 1.863 2.551 0.004
H20 3.583 3.420 1.568
H21 0.615 5.761 3.555
H22 -1.107 4.943 1.966
H23 -1.280 2.065 2.478
H24 -2.994 1.401 4.157
H25 -6.085 2.370 1.384
H26 -4.387 3.025 -0.296
O1 0.686 0.343 1.963
S3 0.907 0.093 3.464
C37 0.853 1.784 4.100
C38 2.081 1.940 4.985
C39 3.223 1.280 4.216
C40 2.701 -0.073 3.729
H27 -0.102 1.964 4.591
H28 0.921 2.395 3.197
H29 1.930 1.435 5.943
H30 2.264 2.994 5.196
H31 4.109 1.150 4.836
H32 3.504 1.892 3.356
H33 2.846 -0.879 4.448
H34 3.106 -0.375 2.762
C41 -0.892 -3.764 -4.271
C42 0.054 -4.287 -3.225
C43 -0.304 -5.330 -2.378
C44 0.562 -5.813 -1.405
C45 1.818 -5.242 -1.260
N3 2.773 -5.705 -0.318
C46 2.598 -6.427 0.829
O2 3.420 -7.223 1.228
N4 1.409 -6.246 1.552
C47 0.755 -5.060 1.891
C48 -0.262 -5.104 2.837
C49 -0.926 -3.939 3.166
C50 -0.587 -2.758 2.537
N5 0.398 -2.702 1.628
C51 1.066 -3.824 1.329
C52 2.186 -4.184 -2.087
C53 1.317 -3.720 -3.058
H35 -1.785 -4.384 -4.341
H36 -0.418 -3.742 -5.254
H37 -1.212 -2.745 -4.040
H38 -1.280 -5.789 -2.485
H39 0.264 -6.646 -0.780
H40 3.723 -5.765 -0.651
H41 1.348 -6.967 2.257
H42 -0.535 -6.044 3.303
H43 -1.725 -3.944 3.895
H44 -1.124 -1.839 2.726
H45 1.863 -3.707 0.616
H46 3.158 -3.725 -1.965
H47 1.630 -2.899 -3.695

Summary:
- energy above the lowest of the compared OMol25 structures with the same formula, charge and spin (eV) = 0.569
- F_max (eV/A) = 0.5
- highest occupied orbital energy (spin up / spin down) (hartree) = -0.266 / -0.266
- LUMO level (spin up / spin down) (Eh) = -0.014 / -0.014

Löwdin population analysis, charges in e, atoms 1 to 2:
1 Os 0.934
2 S 0.604

# 2
Formula: C53H48AsN8O3S3Zn
Source: OMol25
Level of theory: the ωB97M-V functional and the def2-TZVPD basis

Positions of all 117 atoms, in Å:
Zn1 -0.473 1.565 -0.681
N1 1.311 0.527 -1.281
C1 1.929 1.220 -2.382
C2 3.123 0.834 -2.918
C3 3.707 1.553 -3.983
C4 3.088 2.655 -4.494
C5 1.853 3.090 -3.955
C6 1.169 4.238 -4.419
C7 -0.003 4.610 -3.832
C8 -0.505 3.834 -2.771
N2 0.095 2.757 -2.331
C9 1.272 2.369 -2.897
H1 1.965 0.465 -0.507
H2 1.006 -0.411 -1.557
H3 3.632 -0.032 -2.512
H4 4.656 1.226 -4.385
H5 3.533 3.217 -5.305
H6 1.594 4.815 -5.231
H7 -0.544 5.488 -4.153
H8 -1.424 4.111 -2.266
S1 -1.875 0.053 -5.211
C10 -1.027 0.003 -3.713
N3 -1.652 0.441 -2.671
C11 -2.933 0.857 -3.025
C12 -3.886 1.360 -2.136
C13 -5.117 1.727 -2.632
C14 -5.413 1.598 -3.997
C15 -4.486 1.095 -4.884
C16 -3.239 0.721 -4.381
H9 -0.012 -0.371 -3.685
H10 -3.643 1.450 -1.085
H11 -5.873 2.114 -1.962
H12 -6.388 1.893 -4.360
H13 -4.720 0.990 -5.934
C17 2.639 -6.021 -4.805
C18 2.579 -6.360 -3.461
C19 1.979 -5.504 -2.548
C20 1.440 -4.297 -2.980
C21 1.513 -3.955 -4.327
C22 2.104 -4.817 -5.240
As1 0.535 -3.041 -1.796
C23 0.838 -3.887 -0.080
C24 1.987 -3.816 0.694
C25 2.046 -4.511 1.895
C26 0.950 -5.252 2.324
C27 -0.203 -5.316 1.556
C28 -0.263 -4.642 0.340
C29 -1.404 -4.648 -0.600
C30 -2.603 -5.329 -0.420
C31 -3.609 -5.214 -1.368
C32 -3.429 -4.423 -2.498
C33 -2.228 -3.751 -2.692
C34 -1.220 -3.874 -1.749
H14 3.105 -6.694 -5.513
H15 2.998 -7.298 -3.120
H16 1.929 -5.783 -1.503
H17 1.109 -3.009 -4.673
H18 2.152 -4.547 -6.287
H19 2.843 -3.242 0.358
H20 2.945 -4.477 2.497
H21 0.999 -5.790 3.262
H22 -1.043 -5.907 1.900
H23 -2.761 -5.945 0.457
H24 -4.542 -5.744 -1.227
H25 -4.220 -4.341 -3.232
H26 -2.085 -3.147 -3.581
N4 3.283 4.597 6.382
C35 2.961 4.371 5.060
C36 3.294 3.159 4.444
C37 2.910 2.906 3.143
C38 2.190 3.857 2.430
C39 1.895 5.083 3.015
C40 2.267 5.335 4.321
S2 1.685 3.511 0.784
O1 1.614 4.758 0.069
O2 2.549 2.461 0.293
N5 0.218 2.815 0.852
C41 -0.935 3.554 0.894
S3 -1.357 4.895 1.899
C42 -2.944 4.890 1.232
C43 -3.066 3.895 0.329
N6 -1.930 3.147 0.130
H27 4.025 4.041 6.773
H28 3.283 5.553 6.696
H29 3.863 2.419 4.995
H30 3.186 1.978 2.661
H31 1.404 5.853 2.436
H32 2.035 6.290 4.774
H33 -3.681 5.615 1.535
H34 -3.958 3.674 -0.236
C44 2.060 -0.185 3.415
C45 0.924 -1.074 3.897
N7 -0.119 -0.345 4.612
C46 0.186 0.155 5.954
C47 0.190 1.675 6.006
C48 -1.413 -0.290 4.214
O3 -2.326 0.069 4.938
C49 -1.707 -0.587 2.768
C50 -2.730 -1.445 2.391
C51 -3.029 -1.569 1.045
C52 -2.317 -0.820 0.125
N8 -1.354 0.033 0.485
C53 -1.058 0.137 1.787
H35 2.830 -0.790 2.932
H36 2.524 0.351 4.245
H37 1.706 0.558 2.697
H38 1.314 -1.842 4.572
H39 0.476 -1.605 3.059
H40 1.161 -0.247 6.231
H41 -0.553 -0.244 6.650
H42 0.916 2.091 5.305
H43 0.447 2.020 7.009
H44 -0.797 2.062 5.758
H45 -3.289 -1.982 3.146
H46 -3.806 -2.232 0.696
H47 -2.527 -0.897 -0.931
H48 -0.298 0.865 2.045

Summary:
- energy above the lowest of the compared OMol25 structures with the same formula, charge and spin (eV) = 0.475
- F_max (eV/A) = 0.4
- highest occupied orbital energy (hartree) = -0.369
- LUMO level (Eh) = -0.089
- net charge = +1

Löwdin population analysis, charges in e, atoms 1 to 2:
1 Zn 0.637
2 N 0.058